Entry 1:
DFT (wB97M-V/def2-TZVPD) results for C9H9N3 in the gas phase.

The geometry in XYZ format:
```
21
Properties=species:S:1:pos:R:3
C -3.27 -0.99 0.11
N -2.62 0.27 -0.14
C -1.20 0.39 -0.11
C -0.70 1.69 -0.11
C 0.66 1.78 -0.15
C 1.65 0.80 -0.08
N 2.88 1.13 -0.04
C 3.73 0.19 0.09
N 3.49 -1.17 0.06
C 2.21 -1.58 -0.17
C 1.18 -0.56 -0.21
C -0.24 -0.68 -0.17
H -3.38 -1.66 -0.77
H -4.32 -0.73 0.45
H -2.87 -1.61 0.94
H -3.00 0.95 0.43
H -1.22 2.64 -0.12
H 1.06 2.73 0.17
H 4.66 0.61 0.42
H 2.00 -2.58 -0.52
H -0.68 -1.63 -0.07
```

Results
- Structure (SMILES): CNc1ccc2ncncc2c1
- ΔE to the lowest compared entry with this formula, charge and spin: 221.3 kJ/mol


Entry 2:
DFT (wB97M-V/def2-TZVPD) results for 2 unconnected molecules or ions with the total composition C7H11N3O3.

The geometry in XYZ format:
```
24
Properties=species:S:1:pos:R:3
O -2.57 2.63 0.28
C -2.30 1.52 -0.16
C -1.00 1.13 -0.72
C -0.79 -0.18 -0.86
N -1.74 -1.12 -0.67
C -2.96 -0.87 -0.10
O -3.63 -1.84 0.15
N -3.22 0.49 0.00
H -0.25 1.89 -0.93
H 0.13 -0.51 -1.30
H -1.46 -2.12 -0.35
H -4.04 0.63 0.58
C 3.68 -0.24 -0.66
N 2.71 -0.30 0.53
C 1.49 0.29 0.40
C 0.33 -0.19 1.37
O 1.43 1.30 -0.22
H 3.01 0.28 -1.59
H 4.61 0.52 -0.36
H 3.70 -1.41 -1.07
H 2.63 -1.25 1.11
H 0.72 -0.70 2.40
H -0.25 -0.78 0.58
H -0.25 0.85 1.61
```

Results
- Structure (SMILES): O=c1cc[nH]c(=O)[nH]1.CNC(C)=O
- ΔE to the lowest compared entry with this formula, charge and spin: 364.3 kJ/mol


Entry 3:
DFT (wB97M-V/def2-TZVPD) results for 5 unconnected molecules or ions with the total composition C5H9ClS.

The geometry in XYZ format:
```
16
Properties=species:S:1:pos:R:3
C -2.58 -0.28 -0.68
C -1.01 -0.39 -0.44
C -0.05 0.39 0.06
C 1.34 0.03 0.08
C 1.93 -0.19 1.54
H -2.64 -0.10 -1.75
H -3.10 0.72 -0.40
H -3.29 -1.12 -0.33
H -0.81 -1.37 -0.61
H 1.14 -0.97 0.07
H 3.31 -0.06 1.00
H 1.19 0.80 2.49
H 1.66 -1.63 1.99
H 0.92 1.27 -2.07
S 2.48 0.73 -1.23
Cl -0.49 2.17 0.27
```

Results
- ΔE to the lowest compared entry with this formula, charge and spin: 844.9 kJ/mol


Entry 4:
DFT (wB97M-V/def2-TZVPD) results for a molecular structure, C33H35N6OSSbY.

The geometry in XYZ format:
```
78
Properties=species:S:1:pos:R:3
Y -0.33 -0.08 -0.44
C -1.95 2.17 2.53
C -0.81 2.76 1.76
C 0.06 3.67 2.34
C 0.95 4.39 1.54
C 0.86 4.22 0.15
C 0.01 3.26 -0.35
N -0.78 2.50 0.44
Sb -0.34 3.16 -2.48
C -2.20 2.13 -2.26
C -3.29 2.78 -2.82
C -4.56 2.25 -2.71
C -4.72 1.05 -2.06
C -3.60 0.42 -1.52
C -3.68 -0.90 -0.82
N -2.38 0.95 -1.61
C 0.79 1.43 -3.06
C 1.99 1.59 -3.73
C 2.51 0.51 -4.45
C 1.77 -0.64 -4.55
C 0.55 -0.72 -3.86
C -0.33 -1.90 -4.00
N 0.13 0.26 -3.07
H -1.63 1.99 3.54
H -2.25 1.20 2.16
H -2.81 2.83 2.56
H 0.04 3.88 3.41
H 1.58 5.14 1.99
H 1.41 4.86 -0.51
H -3.13 3.73 -3.29
H -5.45 2.76 -3.10
H -5.68 0.56 -1.97
H -4.71 -1.29 -0.77
H -3.32 -0.80 0.21
H -3.10 -1.66 -1.34
H 2.50 2.55 -3.76
H 3.47 0.55 -4.93
H 2.14 -1.50 -5.07
H -0.31 -2.25 -5.03
H -1.36 -1.64 -3.73
H 0.08 -2.70 -3.39
N 0.31 -4.08 0.22
C 1.54 -3.63 -0.06
N 2.56 -4.05 0.69
S 1.83 -3.87 -2.34
H 0.23 -4.85 0.89
H -0.35 -4.04 -0.53
H 2.47 -4.97 1.07
H 3.48 -3.67 0.49
C 2.89 -1.65 -0.99
C 1.68 -2.55 -1.06
O 0.49 -1.83 -1.05
H 2.91 -1.08 -0.04
H 2.84 -0.95 -1.81
H 3.85 -2.16 -1.07
C -2.72 -2.05 3.81
C -1.86 -1.21 4.49
C -0.81 -0.57 3.83
C -0.60 -0.82 2.47
C -1.40 -1.76 1.83
C -2.46 -2.36 2.49
N 0.31 -0.12 1.70
C 1.57 0.27 2.10
C 2.26 -0.24 3.24
C 3.59 0.11 3.43
C 4.25 0.96 2.56
C 3.62 1.44 1.45
C 2.28 1.12 1.23
H -3.60 -2.46 4.27
H -2.01 -0.99 5.54
H -0.17 0.11 4.35
H -1.13 -2.17 0.86
H -3.09 -3.03 1.93
H 1.76 -0.89 3.94
H 4.12 -0.29 4.28
H 5.28 1.24 2.77
H 4.14 2.03 0.72
H 1.80 1.54 0.35
```

Results
- Charge: +1
- ΔE to the lowest compared entry with this formula, charge and spin: 67.4 kJ/mol


Entry 5:
DFT (wB97M-V/def2-TZVPD) results for 17 unconnected molecules or ions with the total composition C3H41NO16S.

The geometry in XYZ format:
```
62
Properties=species:S:1:pos:R:3
C -0.95 0.80 -2.73
C 0.00 0.58 -1.54
C -0.80 0.26 -0.27
S 0.21 0.73 1.16
N 0.94 -0.50 -1.78
H -1.60 1.66 -2.61
H -0.38 0.95 -3.64
H -1.59 -0.07 -2.85
H 0.55 1.51 -1.39
H -0.99 -0.81 -0.19
H -1.74 0.80 -0.24
H -0.79 1.02 2.04
H 1.55 -0.32 -2.57
H 0.45 -1.38 -1.91
H 0.96 -3.85 0.24
H -0.32 -3.37 -0.51
O -0.04 -3.83 0.29
H -1.97 3.62 0.44
H -2.19 3.16 -1.00
O -1.67 3.78 -0.47
H 2.50 2.80 -3.11
H 3.56 2.28 -4.17
O 2.94 2.01 -3.49
H -2.34 -1.78 1.85
H -3.66 -2.39 1.35
O -3.25 -1.52 1.53
H 2.85 -2.69 0.17
H 3.16 -4.15 -0.31
O 2.61 -3.64 0.30
H -2.86 -3.60 -0.46
H -2.75 -4.42 0.83
O -3.36 -3.86 0.34
H -2.98 2.28 2.23
H -2.35 3.65 2.72
O -2.72 3.18 1.97
H -3.56 -0.95 -0.02
H -4.62 -0.97 -1.14
O -3.69 -0.75 -0.97
H 3.21 -0.59 0.78
H 2.31 -0.77 -0.49
O 3.18 -1.02 -0.12
H 1.33 4.62 -0.88
H 0.01 3.82 -1.03
O 0.94 3.85 -1.32
H 4.23 0.18 2.65
H 3.48 1.24 1.80
O 3.40 0.32 2.18
H 4.18 2.12 -0.04
H 2.99 2.99 0.45
O 3.81 2.59 0.75
H -3.92 0.65 3.68
H -3.34 -0.06 2.43
O -3.26 0.75 2.98
H 3.90 1.41 -2.13
H 4.09 0.27 -1.00
O 4.47 1.09 -1.41
H -2.16 -2.94 -2.63
H -2.57 -1.92 -1.56
O -1.97 -2.68 -1.72
H -0.27 -1.92 2.75
H -0.54 -3.02 1.68
O -0.95 -2.52 2.44
```

Results
- Charge: +1
- <S²>: 0.75
- ΔE to the lowest compared entry with this formula, charge and spin: 0.0 kJ/mol
- 2S+1: 2


Entry 6:
DFT (wB97M-V/def2-TZVPD) results for 2 unconnected molecules or ions with the total composition C3H6NO4.

The geometry in XYZ format:
```
14
Properties=species:S:1:pos:R:3
O -0.08 -1.02 1.02
C 0.04 -0.35 0.00
N 0.49 -0.92 -1.13
C 0.66 -0.34 -2.48
O 0.80 0.89 -2.55
O 0.70 -1.18 -3.39
C -0.40 1.08 -0.02
H 0.55 -1.92 -1.12
H 0.21 1.62 -0.75
H -0.33 1.55 0.95
H -1.41 1.25 -0.39
H -0.48 -0.95 3.08
H -0.45 0.52 3.09
O -0.30 -0.21 3.69
```

Results
- Charge: -1
- ΔE to the lowest compared entry with this formula, charge and spin: 60.9 kJ/mol


Entry 7:
DFT (wB97M-V/def2-TZVPD) results for a molecular structure, C5H8O.

The geometry in XYZ format:
```
14
Properties=species:S:1:pos:R:3
C -1.65 0.48 0.11
C -2.72 -0.29 0.29
C 1.68 0.64 -0.60
C 1.48 -0.86 -0.57
O 1.68 -0.81 0.88
C 1.84 0.55 0.72
H -1.38 0.87 -0.87
H -0.99 0.74 0.93
H -2.98 -0.68 1.27
H -3.38 -0.56 -0.54
H 0.48 -1.23 -0.80
H 2.25 -1.47 -1.04
H 2.03 1.19 1.58
H 1.67 1.41 -1.35
```

Results
- ΔE to the lowest compared entry with this formula, charge and spin: 315.3 kJ/mol


Entry 8:
DFT (wB97M-V/def2-TZVPD) results for C6H5FO2 in the gas phase.

The geometry in XYZ format:
```
14
Properties=species:S:1:pos:R:3
C -2.41 -1.50 -1.56
C -1.54 -1.11 -0.81
C 1.32 1.02 2.14
C -0.57 -0.07 1.12
C -0.56 -1.08 0.19
C 1.43 1.94 0.93
O 2.03 1.18 3.06
O 0.42 0.05 2.06
F 0.53 1.72 -0.09
H -3.24 -1.58 -2.13
H 2.46 1.74 0.44
H -1.17 0.75 1.14
H 0.14 -1.98 0.36
H 1.20 3.06 1.18
```

Results
- <S²>: 2.02
- Energy: -481.72487 hartree
- 2S+1: 3